1.
Formula: C42H96BrN2O5S
Source: the OMol25 dataset
Level of theory: ωB97M-V/def2-TZVPD

Calculated values
Net charge ... +1

The geometry in XYZ format:
```
147
Properties=species:S:1:pos:R:3:forces:R:3:lowdin_charge:R:1
C -2.4579 3.3958 1.2641 0.1 0.2 -0.1 -0.108
C -1.2956 4.3765 1.0181 -0.2 -0.1 -0.2 -0.239
C -1.2355 4.9603 -0.4141 0.3 -0.1 0.1 -0.216
C -0.2020 4.2568 -1.3073 -0.2 0.1 -0.1 -0.200
C -0.4840 2.7740 -1.6457 0.1 -0.1 0.0 -0.183
C -0.9022 2.4685 -3.1052 0.0 -0.1 0.0 -0.200
C -2.3607 2.0462 -3.3343 0.1 0.2 0.1 -0.211
C -3.4011 3.0824 -2.8982 0.1 0.0 0.1 -0.197
C -4.8371 2.6885 -3.2985 0.1 0.0 -0.1 -0.182
C -5.6016 1.8804 -2.2349 0.0 -0.4 -0.1 -0.136
C -7.0891 2.2690 -2.0192 0.4 -0.1 -0.1 -0.361
C -7.6173 1.2807 -0.9553 -0.2 0.1 -0.1 -0.158
C -9.1217 0.9611 -0.7701 0.2 -0.4 0.1 -0.655
C -9.6221 -0.2795 -1.5237 -0.1 0.1 0.1 -0.140
Br -10.3610 2.4419 -1.1651 0.0 0.1 -0.1 0.802
C -7.8202 2.1295 -3.3706 -0.4 -0.2 0.1 -0.038
N -8.3274 3.4983 -3.7673 -0.4 0.0 0.2 0.117
C -7.9381 4.5341 -2.7286 0.3 0.1 0.4 -0.323
C -7.1864 5.6971 -3.3695 0.0 -0.1 -0.3 -0.450
S -8.4006 6.7761 -4.1717 -0.1 0.0 0.1 0.890
C -7.3839 8.2157 -4.6149 0.2 0.1 -0.2 -0.522
C -8.0271 9.5305 -4.1676 -0.1 0.0 0.1 -0.157
C -7.1445 3.7846 -1.6385 -0.3 0.2 0.0 -0.185
C -7.6161 4.1799 -0.2197 0.2 -0.1 0.0 -0.224
N -6.4441 4.3884 0.6217 -0.2 0.2 0.0 -0.107
C -6.7710 4.6422 2.0341 -0.1 -0.1 0.1 -0.102
H -2.1584 2.3625 1.0732 -0.1 0.1 0.0 0.056
H -2.8109 3.4569 2.2965 0.1 -0.1 -0.1 0.068
H -3.2994 3.6485 0.6118 -0.1 -0.1 0.1 0.042
H -0.3567 3.8482 1.2112 0.0 0.2 0.2 0.091
H -1.3872 5.1960 1.7361 0.1 0.0 -0.1 0.100
H -0.9404 6.0145 -0.3521 -0.1 -0.1 0.0 0.104
H -2.2310 4.9375 -0.8738 0.1 0.0 0.0 0.084
H 0.7606 4.3306 -0.7895 -0.1 0.0 -0.1 0.108
H -0.0842 4.8186 -2.2436 0.0 -0.1 0.1 0.103
H 0.4330 2.2078 -1.4539 -0.1 0.1 0.0 0.106
H -1.2260 2.3671 -0.9483 0.0 0.0 -0.1 0.092
H -0.6635 3.3200 -3.7568 -0.1 0.0 0.1 0.107
H -0.2761 1.6439 -3.4653 -0.1 0.1 0.0 0.106
H -2.5052 1.8564 -4.4062 0.1 -0.1 0.1 0.111
H -2.5423 1.0970 -2.8126 0.0 0.1 -0.1 0.119
H -3.1343 4.0532 -3.3357 -0.1 -0.1 0.0 0.121
H -3.3520 3.2128 -1.8104 0.0 0.1 -0.1 0.086
H -5.3897 3.5946 -3.5703 0.0 -0.1 0.1 0.081
H -4.7721 2.0857 -4.2140 -0.1 0.2 0.0 0.113
H -5.5935 0.8229 -2.5326 0.1 0.1 0.2 0.125
H -5.0917 1.9336 -1.2669 -0.1 0.1 -0.1 0.130
H -7.1857 1.5887 0.0015 -0.1 0.0 -0.1 0.124
H -7.1653 0.3068 -1.1797 0.0 0.1 0.1 0.119
H -9.2899 0.7915 0.2947 0.0 0.1 -0.1 0.090
H -9.9769 -0.0546 -2.5322 0.2 0.0 0.0 0.061
H -8.8262 -1.0264 -1.5791 -0.1 0.0 0.0 0.086
H -10.4673 -0.7278 -0.9947 0.1 0.1 -0.1 0.085
H -8.7167 1.5209 -3.2819 0.1 -0.1 0.0 0.090
H -7.2148 1.6956 -4.1673 0.1 0.3 0.1 0.142
H -9.3453 3.4410 -3.7560 -0.1 0.1 -0.1 0.144
H -8.0663 3.8036 -4.7044 0.2 -0.1 0.0 0.171
H -8.8675 4.9262 -2.3143 0.0 -0.2 0.0 0.109
H -6.4637 5.3304 -4.1108 0.0 0.0 0.2 0.086
H -6.6281 6.2450 -2.6057 -0.2 -0.1 0.0 0.102
H -6.4124 8.0670 -4.1378 -0.1 0.1 -0.1 0.072
H -7.2205 8.2023 -5.6932 -0.1 0.0 0.1 0.069
H -9.1144 9.4401 -4.0929 0.1 0.0 -0.1 0.061
H -7.6597 9.8307 -3.1836 -0.1 0.0 -0.1 0.075
H -7.8053 10.3277 -4.8815 0.0 -0.1 0.1 0.077
H -6.1168 4.1554 -1.7012 -0.1 -0.1 0.0 0.128
H -8.2715 5.0655 -0.2787 0.1 0.0 0.0 0.127
H -8.2158 3.4004 0.2465 0.0 0.0 -0.1 0.065
H -5.9632 5.2068 0.2696 0.2 -0.1 -0.1 0.101
H -7.8389 4.4896 2.2267 0.1 0.0 0.0 0.080
H -6.5364 5.6692 2.3301 0.0 -0.1 0.0 0.082
H -6.2100 3.9609 2.6780 0.0 0.1 0.0 0.074
C 2.3616 1.9079 3.7341 0.0 0.0 -0.1 -0.068
C 0.8471 2.0179 3.6905 0.0 0.0 0.0 -0.271
O 0.2769 1.6385 2.4460 -0.1 0.0 0.0 -0.186
C 0.5170 0.2992 2.0520 0.1 -0.1 0.0 -0.276
C -0.0632 -0.7354 3.0010 0.0 0.1 0.1 -0.074
H 2.8067 2.4403 2.8922 0.0 0.0 0.0 0.085
H 2.7364 2.3481 4.6584 0.0 0.0 0.0 0.081
H 2.7090 0.8742 3.7027 0.0 0.0 0.0 0.062
H 0.5437 3.0569 3.8248 0.0 0.0 0.0 0.116
H 0.3985 1.4439 4.5089 0.0 0.0 0.0 0.109
H 1.5910 0.1293 1.9152 0.0 0.0 0.0 0.093
H 0.0495 0.2008 1.0706 0.0 0.1 0.0 0.114
H 0.4475 -0.7308 3.9646 0.0 0.0 0.0 0.069
H 0.0439 -1.7348 2.5782 0.0 0.0 0.0 0.077
H -1.1221 -0.5386 3.1767 0.0 0.0 0.0 0.079
C 7.4269 -2.1466 2.2089 -0.1 0.0 -0.1 -0.069
C 6.4691 -1.6273 3.2664 0.1 0.0 0.1 -0.265
O 5.6059 -0.5920 2.8130 0.0 0.0 0.0 -0.160
C 4.7599 -0.9414 1.7353 0.0 0.0 -0.1 -0.286
C 3.8279 -2.1020 2.0359 0.0 -0.1 0.1 -0.078
H 7.9772 -1.3206 1.7550 0.0 0.0 0.0 0.082
H 8.1416 -2.8266 2.6740 0.0 0.0 0.0 0.075
H 6.9128 -2.6959 1.4179 0.0 0.0 0.0 0.060
H 7.0322 -1.1885 4.0882 0.0 0.0 0.0 0.098
H 5.8870 -2.4555 3.6855 0.0 0.0 0.0 0.113
H 5.3472 -1.1616 0.8357 0.0 0.0 0.0 0.110
H 4.1863 -0.0360 1.5252 0.0 0.0 0.0 0.105
H 4.3740 -3.0399 2.1455 0.0 0.0 -0.1 0.057
H 3.1142 -2.2288 1.2194 0.0 0.0 0.0 0.074
H 3.2742 -1.9195 2.9600 0.0 0.0 0.0 0.076
C 10.5079 0.0574 5.8597 0.0 -0.1 0.0 -0.077
C 9.1224 -0.4322 6.2442 0.0 0.0 0.0 -0.280
O 8.8662 -1.7788 5.8832 0.0 0.0 0.0 -0.178
C 9.7107 -2.7466 6.4824 0.0 0.0 0.0 -0.280
C 9.6239 -2.7893 7.9983 0.0 0.0 0.0 -0.079
H 10.6990 -0.1355 4.8032 0.0 0.0 0.0 0.082
H 10.5813 1.1311 6.0357 0.0 0.0 0.0 0.077
H 11.2930 -0.4258 6.4427 0.0 0.0 0.0 0.067
H 8.3645 0.1453 5.7134 0.0 0.0 0.0 0.113
H 8.9483 -0.2805 7.3155 0.0 0.0 0.0 0.109
H 10.7497 -2.6008 6.1655 0.0 0.0 0.0 0.108
H 9.3799 -3.6975 6.0642 0.0 0.0 0.0 0.118
H 10.0416 -1.8942 8.4606 0.0 0.0 0.0 0.067
H 10.1837 -3.6457 8.3754 0.0 0.0 0.0 0.077
H 8.5850 -2.8852 8.3167 0.0 0.0 0.0 0.082
C 7.2584 -6.7911 0.3702 0.0 0.0 0.0 -0.073
C 6.2445 -6.3623 1.4172 0.0 0.0 0.0 -0.276
O 5.3384 -5.3690 0.9682 0.0 0.1 0.0 -0.180
C 4.5255 -5.7391 -0.1335 0.0 0.0 -0.1 -0.274
C 3.6193 -6.9266 0.1335 0.0 0.0 0.1 -0.076
H 7.7663 -5.9199 -0.0461 0.0 0.0 0.0 0.082
H 8.0042 -7.4441 0.8247 0.0 0.0 0.0 0.078
H 6.7936 -7.3413 -0.4492 0.0 0.0 0.0 0.056
H 6.7554 -5.9065 2.2659 0.0 0.0 0.0 0.116
H 5.7021 -7.2347 1.7988 0.0 0.0 0.0 0.109
H 5.1410 -5.9330 -1.0190 0.0 0.0 0.0 0.106
H 3.9286 -4.8516 -0.3483 0.0 0.0 0.0 0.114
H 4.1838 -7.8526 0.2466 0.0 0.0 0.0 0.069
H 2.9434 -7.0645 -0.7105 0.0 0.0 0.0 0.069
H 3.0323 -6.7705 1.0403 0.0 0.0 0.0 0.081
C 5.7059 -8.0267 -5.0093 -0.1 0.0 0.0 -0.077
C 5.5209 -8.6973 -3.6591 0.0 0.0 0.0 -0.278
O 4.2672 -8.4355 -3.0511 0.0 0.0 0.0 -0.177
C 3.1312 -8.8797 -3.7717 0.0 0.0 0.0 -0.282
C 3.0862 -10.3822 -3.9912 0.1 0.0 0.0 -0.078
H 5.4927 -6.9594 -4.9361 0.0 0.0 0.0 0.082
H 6.7356 -8.1531 -5.3453 0.0 0.0 0.0 0.078
H 5.0561 -8.4534 -5.7743 0.0 0.0 0.0 0.067
H 6.2561 -8.3140 -2.9507 0.0 0.0 0.0 0.109
H 5.6904 -9.7765 -3.7439 0.0 0.0 0.0 0.110
H 3.0519 -8.3535 -4.7301 0.0 0.0 0.0 0.108
H 2.2805 -8.5679 -3.1648 0.0 0.0 0.0 0.114
H 3.8624 -10.7218 -4.6778 0.0 0.0 0.0 0.067
H 2.1233 -10.6641 -4.4185 0.0 0.0 0.0 0.077
H 3.2139 -10.9083 -3.0443 0.0 0.0 0.0 0.083
```
Positions in Å, forces in eV/Å.

=====

2.
Formula: C42H96BrN5O11S
Source: the OMol25 dataset
Level of theory: ωB97M-V/def2-TZVPD

Calculated values
SMILES ... CCCCCCCCCCCCCCCC[C@]1(COCCOCCOCC)OS(=O)(=O)O[C@]1(Br)CN.COC[C@@H](C)N.COC[C@@H](C)N.COC[C@@H](C)N.COC[C@@H](C)N

The geometry in XYZ format:
```
156
Properties=species:S:1:pos:R:3:forces:R:3:lowdin_charge:R:1
C -0.4047 6.9377 2.0911 -0.1 0.1 0.0 -0.124
C -1.6539 7.3729 1.3226 0.1 0.0 0.0 -0.246
C -2.7835 6.3199 1.1807 0.1 0.0 0.2 -0.206
C -2.5115 4.9366 1.7795 0.0 0.2 0.2 -0.234
C -3.7604 4.0598 1.7100 0.0 0.0 0.0 -0.214
C -3.5793 2.5689 2.0213 0.1 -0.1 0.0 -0.204
C -2.6871 2.2458 3.2375 0.0 -0.2 -0.2 -0.205
C -1.2733 1.7607 2.8584 -0.2 0.3 0.1 -0.217
C -0.2602 1.8792 3.9972 -0.1 -0.4 0.2 -0.208
C 1.2081 1.7200 3.6035 0.1 0.2 0.1 -0.209
C 1.8122 2.8050 2.7021 -0.3 0.0 -0.1 -0.204
C 3.0467 2.2657 1.9841 0.3 0.0 0.0 -0.198
C 3.9470 3.2968 1.2870 0.1 0.1 0.1 -0.201
C 3.2395 4.4759 0.6218 -0.1 0.0 -0.1 -0.192
C 2.3179 4.1306 -0.5597 0.0 0.3 0.0 -0.176
C 2.8818 3.0231 -1.4458 0.0 0.0 -0.1 -0.124
C 1.9643 2.5055 -2.5621 -0.2 0.0 -0.3 -0.362
C 2.7069 2.5785 -3.9608 0.2 -0.1 -0.3 -0.127
O 2.7309 1.4779 -4.8342 -0.2 0.0 0.2 -0.201
C 1.8171 1.3962 -5.9377 0.2 0.0 0.0 -0.144
C 1.4613 -0.0864 -6.1217 0.1 0.2 0.1 -0.186
O 0.3242 -0.2792 -6.9418 0.1 -0.1 -0.1 -0.124
C -0.9160 -0.3345 -6.2542 0.0 0.0 -0.1 -0.168
C -1.0287 -1.5553 -5.3466 0.1 0.2 0.1 -0.192
O -2.3698 -1.6646 -4.9010 0.0 0.0 -0.1 -0.146
C -2.5354 -1.4592 -3.5113 -0.1 -0.3 0.4 -0.252
C -2.0053 -2.6177 -2.6515 0.3 0.1 0.2 -0.056
O 0.7873 3.4070 -2.6923 0.2 0.2 0.4 -0.166
S -0.4991 2.6577 -3.1909 0.0 -0.2 -0.4 0.585
O -1.5249 2.7764 -2.2092 0.1 0.1 -0.3 -0.219
O -0.7672 2.9688 -4.5533 -0.1 0.0 0.3 -0.213
O 0.1545 1.1972 -3.1712 0.0 -0.4 0.5 -0.224
C 1.2470 1.1797 -2.1922 0.0 0.2 0.0 -0.690
Br 2.3948 -0.3090 -2.5660 -0.2 -0.3 0.5 0.963
C 0.6550 1.1593 -0.7210 -0.3 -0.1 -0.2 -0.223
N 0.7324 -0.0736 0.0538 0.0 0.1 -0.2 0.023
H 0.3557 7.7215 2.0346 0.0 -0.1 0.0 0.070
H -0.6213 6.7678 3.1489 0.0 0.0 -0.1 0.071
H 0.0205 6.0199 1.6841 0.1 0.0 0.0 0.051
H -2.0502 8.2629 1.8214 0.0 0.0 -0.1 0.098
H -1.3439 7.7000 0.3251 0.0 0.0 0.1 0.098
H -3.0294 6.1985 0.1213 -0.1 0.0 0.1 0.108
H -3.6779 6.7153 1.6767 0.0 -0.1 -0.2 0.108
H -2.2339 5.0722 2.8326 0.1 -0.1 -0.1 0.106
H -1.6616 4.4576 1.2814 -0.1 0.0 -0.1 0.105
H -4.1961 4.1514 0.7098 0.0 0.0 0.0 0.111
H -4.5023 4.4710 2.4069 0.1 0.0 -0.1 0.116
H -3.1806 2.0469 1.1409 0.0 0.1 0.1 0.107
H -4.5765 2.1466 2.1824 0.1 0.0 0.0 0.103
H -2.6118 3.1283 3.8799 0.0 -0.1 0.1 0.101
H -3.1751 1.4500 3.8094 0.1 0.2 0.2 0.109
H -1.3650 0.7070 2.5675 0.2 0.1 -0.2 0.113
H -0.9349 2.3295 1.9844 0.0 -0.1 0.0 0.086
H -0.4741 1.0749 4.7141 -0.1 0.2 0.1 0.114
H -0.4123 2.8148 4.5499 0.1 0.0 -0.2 0.115
H 1.3635 0.7408 3.1279 -0.1 0.1 0.1 0.104
H 1.7939 1.7061 4.5307 0.0 -0.2 -0.1 0.113
H 2.0849 3.6786 3.3070 0.0 -0.1 0.0 0.122
H 1.0549 3.1562 1.9870 0.1 0.0 0.0 0.090
H 3.6504 1.7679 2.7480 0.1 -0.1 -0.1 0.100
H 2.7690 1.4731 1.2750 -0.1 0.1 0.1 0.094
H 4.5723 2.7933 0.5408 0.0 0.0 0.2 0.105
H 4.6447 3.7059 2.0275 -0.1 0.0 0.0 0.109
H 4.0010 5.1843 0.2783 0.0 -0.1 0.0 0.114
H 2.6440 5.0055 1.3716 0.1 0.1 -0.1 0.099
H 2.2137 5.0306 -1.1752 -0.2 -0.1 0.1 0.123
H 1.3083 3.9004 -0.2088 0.1 -0.1 0.0 0.098
H 3.1696 2.1529 -0.8473 0.0 0.1 -0.1 0.104
H 3.8058 3.3913 -1.8995 -0.1 0.0 0.1 0.126
H 2.2941 3.4598 -4.4659 0.0 0.0 0.1 0.149
H 3.7549 2.7908 -3.7353 -0.1 -0.1 0.0 0.124
H 0.9315 2.0093 -5.7829 -0.1 -0.1 0.1 0.101
H 2.3306 1.7633 -6.8351 -0.1 0.0 0.1 0.131
H 1.3456 -0.5310 -5.1308 -0.1 0.1 -0.1 0.058
H 2.2977 -0.5984 -6.6066 -0.1 0.0 0.0 0.133
H -1.6959 -0.3920 -7.0180 0.1 -0.1 0.0 0.135
H -1.0950 0.5833 -5.6910 0.0 0.1 0.2 0.110
H -0.3530 -1.4667 -4.4886 0.0 0.0 0.0 0.104
H -0.7295 -2.4498 -5.9032 -0.2 0.0 0.0 0.135
H -2.0623 -0.5248 -3.1928 0.0 0.1 -0.1 0.105
H -3.6099 -1.3561 -3.3414 0.1 0.1 -0.2 0.105
H -1.1006 -2.3386 -2.0983 -0.1 0.0 -0.1 0.064
H -2.7499 -2.9142 -1.9094 0.0 0.0 -0.1 0.070
H -1.7560 -3.4877 -3.2623 -0.2 0.0 0.0 0.067
H 1.1206 1.9689 -0.1627 0.0 -0.1 -0.1 0.083
H -0.3921 1.4348 -0.8488 0.1 0.1 0.0 0.104
H 1.0581 0.1240 0.9928 0.1 0.0 -0.1 0.042
H -0.1915 -0.4731 0.1641 0.1 -0.1 -0.1 0.074
C 5.6860 2.6772 5.4052 -0.1 0.0 0.0 -0.104
O 5.4148 1.4153 4.8264 0.0 0.1 0.0 -0.209
C 6.4812 0.8305 4.1021 0.0 -0.1 -0.1 -0.211
C 7.4906 0.0612 4.9631 0.0 0.1 0.1 -0.433
C 8.4552 0.9524 5.7375 0.0 0.0 0.0 -0.068
N 6.8336 -0.8592 5.8942 -0.2 0.0 -0.1 0.044
H 6.3567 3.2675 4.7731 0.0 0.0 0.0 0.091
H 6.1216 2.5880 6.4033 0.1 0.0 0.0 0.076
H 4.7352 3.2029 5.4965 0.0 0.0 0.0 0.084
H 6.0080 0.1193 3.4193 0.0 0.0 0.0 0.122
H 6.9816 1.5910 3.4874 0.0 0.0 0.1 0.120
H 8.0833 -0.5441 4.2703 0.0 0.0 0.0 0.136
H 7.9697 1.4161 6.5966 0.0 0.0 0.0 0.065
H 9.2859 0.3587 6.1171 0.0 0.0 0.0 0.076
H 8.8615 1.7432 5.1041 0.0 0.0 0.0 0.078
H 6.2734 -1.5227 5.3656 0.1 -0.1 0.0 0.064
H 6.1560 -0.3203 6.4279 0.0 0.0 0.1 0.066
C -8.0463 -2.4596 -2.3691 0.1 0.0 0.0 -0.110
O -6.8316 -1.9949 -2.9209 0.0 0.0 0.0 -0.192
C -6.6621 -2.2217 -4.3079 0.2 0.0 -0.1 -0.206
C -7.3107 -1.1715 -5.2177 -0.1 0.1 0.1 -0.434
C -8.8243 -1.3118 -5.3423 0.0 0.0 -0.1 -0.071
N -6.9907 0.2000 -4.8175 0.1 -0.1 0.1 0.042
H -8.3707 -3.3874 -2.8513 0.0 0.0 0.0 0.090
H -8.8468 -1.7198 -2.4503 0.0 0.0 0.0 0.075
H -7.8691 -2.6577 -1.3123 0.0 0.0 0.0 0.085
H -5.5823 -2.1906 -4.4765 0.0 0.0 0.0 0.110
H -7.0049 -3.2319 -4.5699 -0.1 0.0 0.0 0.120
H -6.8811 -1.3264 -6.2122 0.0 0.0 0.0 0.136
H -9.3342 -0.9510 -4.4484 0.0 0.0 0.0 0.064
H -9.1849 -0.7186 -6.1819 0.0 0.0 0.0 0.075
H -9.1149 -2.3511 -5.5080 0.0 0.0 0.0 0.077
H -5.9855 0.3415 -4.8523 0.0 0.0 -0.1 0.070
H -7.2360 0.3089 -3.8375 0.0 0.0 0.0 0.069
C -2.7241 -6.6194 -2.6268 0.0 0.1 0.0 -0.102
O -2.0437 -6.0271 -3.7146 0.0 0.0 0.0 -0.205
C -1.2962 -6.9089 -4.5286 0.1 0.0 -0.1 -0.206
C -2.1129 -7.6245 -5.6119 -0.1 0.0 0.0 -0.437
C -2.9706 -8.7694 -5.0838 0.0 -0.1 0.0 -0.071
N -2.9597 -6.7090 -6.3787 0.1 0.1 0.1 0.041
H -2.1526 -7.4541 -2.2088 0.0 0.0 0.0 0.091
H -3.7197 -6.9729 -2.9063 0.0 -0.1 0.0 0.077
H -2.8380 -5.8524 -1.8608 0.0 0.0 0.0 0.082
H -0.5503 -6.2816 -5.0239 0.0 0.0 0.0 0.122
H -0.7544 -7.6314 -3.9033 0.0 0.0 0.0 0.120
H -1.3843 -8.0520 -6.3082 0.0 0.0 0.0 0.134
H -3.8552 -8.3992 -4.5650 0.0 0.0 0.0 0.064
H -3.3161 -9.3875 -5.9117 0.0 0.0 0.0 0.075
H -2.4083 -9.4030 -4.3952 0.0 0.0 0.0 0.077
H -2.3837 -6.0093 -6.8367 0.0 0.0 -0.1 0.071
H -3.5318 -6.1832 -5.7236 0.0 0.0 0.0 0.069
C 3.1066 -5.3087 5.3698 0.1 0.0 0.0 -0.107
O 3.8854 -4.1493 5.5880 0.0 0.0 0.0 -0.190
C 3.1746 -3.0046 6.0138 0.1 0.2 0.0 -0.212
C 2.9125 -2.9310 7.5231 0.0 -0.1 0.1 -0.436
C 1.7895 -3.8456 8.0002 0.0 0.0 0.0 -0.070
N 4.1128 -3.1946 8.3186 0.0 0.1 -0.1 0.044
H 2.1210 -5.0532 4.9676 0.0 0.0 0.0 0.090
H 2.9762 -5.8956 6.2824 0.0 0.0 0.0 0.076
H 3.6345 -5.9218 4.6404 0.0 0.0 0.0 0.087
H 3.8065 -2.1534 5.7428 0.0 0.0 0.0 0.109
H 2.2389 -2.9085 5.4459 0.0 0.0 0.1 0.119
H 2.6077 -1.8994 7.7273 0.0 0.0 0.0 0.134
H 2.1112 -4.8868 8.0376 0.0 0.0 0.0 0.065
H 1.4843 -3.5651 9.0076 0.0 0.0 0.0 0.075
H 0.9171 -3.7788 7.3473 0.0 0.0 0.0 0.077
H 4.8337 -2.5144 8.0956 0.0 0.0 0.1 0.064
H 4.5001 -4.0859 8.0218 0.0 0.0 0.1 0.071
```
Positions in Å, forces in eV/Å.

=====

Number 1: calculated total energy -139198.608 eV, HOMO level -10.329 eV. Number 2: calculated total energy -155957.526 eV, HOMO level -9.016 eV.